Entry 1:
{
  "formula": "C38H39F20NO28P",
  "method": "wB97M-V/def2-TZVPD",
  "species": ["N", "C", "C", "C", "C", "C", "C", "F", "C", "F", "F", "O", "P", "C", "C", "O", "O", "O", "C", "C", "F", "F", "C", "F", "F", "C", "F", "F", "C", "F", "F", "F", "H", "H", "H", "H", "H", "H", "H", "H", "H", "H", "H", "H", "H", "H", "H", "C", "C", "O", "C", "O", "O", "F", "H", "H", "H", "C", "C", "O", "C", "O", "O", "F", "H", "H", "H", "C", "C", "O", "C", "O", "O", "F", "H", "H", "H", "C", "C", "O", "C", "O", "O", "F", "H", "H", "H", "C", "C", "O", "C", "O", "O", "F", "H", "H", "H", "C", "C", "O", "C", "O", "O", "F", "H", "H", "H", "C", "C", "O", "C", "O", "O", "F", "H", "H", "H", "C", "C", "O", "C", "O", "O", "F", "H", "H", "H"],
  "coordinates": [[-3.713, -1.371, -6.648], [-3.899, -1.925, -5.517], [-3.905, -1.190, -4.204], [-4.638, -1.786, -2.990], [-6.150, -2.095, -3.118], [-6.871, -1.687, -4.427], [-7.039, -2.864, -5.328], [-7.637, -3.952, -4.776], [-6.617, -2.987, -6.585], [-6.094, -4.091, -7.094], [-6.684, -2.041, -7.503], [-4.590, -0.682, -2.071], [-3.553, -0.830, -0.651], [-2.275, 0.400, -1.454], [-0.916, -0.118, -1.743], [-0.262, -0.821, -1.024], [-0.351, 0.291, -2.971], [-2.878, -2.282, -1.413], [-3.893, -2.851, -2.154], [-3.572, -4.229, -2.721], [-3.820, -5.178, -1.783], [-4.458, -4.495, -3.734], [-2.165, -4.547, -3.336], [-1.986, -5.890, -3.276], [-2.186, -4.214, -4.644], [-0.859, -3.923, -2.779], [0.137, -4.488, -3.523], [-0.793, -2.617, -3.047], [-0.489, -4.247, -1.294], [0.178, -5.427, -1.268], [-1.545, -4.400, -0.505], [0.320, -3.321, -0.805], [-3.579, -0.364, -6.517], [-4.086, -2.995, -5.543], [-4.273, -0.171, -4.330], [-2.859, -1.104, -3.884], [-6.349, -3.155, -2.950], [-6.635, -1.572, -2.298], [-6.387, -0.874, -4.965], [-7.871, -1.337, -4.147], [-2.696, -0.934, 0.494], [-4.228, 0.329, -0.124], [-4.541, -1.651, 0.035], [-2.711, 0.872, -2.334], [-2.142, 1.200, -0.718], [-0.649, -0.321, -3.653], [-4.673, -3.105, -1.408], [2.323, 1.568, 1.031], [1.543, 2.751, 0.503], [0.343, 2.668, 1.270], [0.648, 2.077, 2.444], [-0.057, 2.089, 3.409], [1.856, 1.482, 2.394], [1.245, 2.624, -0.802], [2.068, 0.651, 0.503], [3.396, 1.709, 1.007], [2.004, 3.726, 0.669], [2.588, 2.602, 5.295], [2.522, 2.435, 6.786], [3.878, 2.482, 7.181], [4.537, 3.235, 6.247], [5.621, 3.687, 6.392], [3.761, 3.412, 5.149], [1.998, 1.229, 7.142], [2.734, 1.649, 4.786], [1.709, 3.091, 4.888], [1.971, 3.230, 7.290], [-2.776, 3.515, 5.191], [-2.966, 3.367, 6.688], [-1.638, 3.504, 7.174], [-0.958, 4.268, 6.286], [0.105, 4.765, 6.482], [-1.641, 4.386, 5.134], [-3.444, 2.153, 7.037], [-2.526, 2.562, 4.722], [-3.627, 3.959, 4.684], [-3.592, 4.136, 7.146], [-0.047, -7.167, 1.478], [0.709, -6.062, 2.185], [1.423, -6.778, 3.178], [1.632, -8.042, 2.710], [2.401, -8.814, 3.174], [0.842, -8.279, 1.639], [-0.113, -5.171, 2.785], [-0.994, -7.382, 1.976], [-0.228, -6.961, 0.430], [1.415, -5.521, 1.553], [2.009, 7.317, 3.642], [0.617, 7.528, 4.198], [-0.055, 8.131, 3.108], [0.548, 7.701, 1.962], [0.092, 7.813, 0.876], [1.742, 7.125, 2.250], [0.611, 8.382, 5.252], [2.625, 8.208, 3.776], [2.519, 6.455, 4.062], [0.104, 6.608, 4.481], [5.759, 2.706, -3.188], [5.402, 3.604, -2.022], [4.295, 2.924, -1.459], [4.437, 1.594, -1.746], [3.829, 0.724, -1.225], [5.372, 1.421, -2.704], [5.011, 4.838, -2.422], [5.176, 2.958, -4.072], [6.816, 2.719, -3.439], [6.183, 3.711, -1.268], [3.730, -0.420, -6.243], [3.658, 1.026, -5.801], [5.000, 1.463, -5.987], [5.543, 0.704, -6.985], [6.546, 0.969, -7.557], [4.771, -0.376, -7.227], [3.322, 1.137, -4.500], [4.032, -1.063, -5.416], [2.806, -0.790, -6.676], [2.993, 1.655, -6.396], [2.362, -2.290, 4.134], [3.040, -1.746, 5.376], [4.198, -1.130, 4.839], [3.905, -0.746, 3.563], [4.545, 0.018, 2.922], [2.772, -1.347, 3.142], [3.412, -2.727, 6.233], [2.747, -3.279, 3.881], [1.279, -2.326, 4.205], [2.460, -1.000, 5.923]],
  "forces_ev_per_angstrom": [[0.021, -0.078, 0.165], [-0.230, 0.359, -0.482], [0.219, -0.905, -0.025], [0.088, 1.619, 0.747], [0.046, -0.432, -0.627], [-1.173, -0.045, 0.077], [-0.084, 0.362, -0.468], [0.924, -0.339, 0.405], [-0.030, -0.258, 0.100], [-0.855, -0.295, -0.305], [0.873, 0.411, 0.285], [-0.018, -0.442, -0.104], [-0.264, 1.166, 0.969], [0.017, 0.051, -0.271], [0.198, -0.319, 0.067], [0.028, 0.612, 0.105], [-0.104, -0.069, -0.005], [0.354, 0.059, -0.843], [-0.932, -0.408, 1.048], [-0.091, 0.261, -0.371], [0.251, 0.068, 0.113], [0.037, -0.094, 0.008], [-0.047, -0.225, 0.057], [-0.026, 0.026, 0.063], [0.025, 0.206, 0.067], [0.505, -0.112, -0.347], [-0.054, -0.013, 0.030], [-0.240, -0.161, 0.121], [0.120, 0.082, 0.215], [-0.047, 0.074, -0.037], [0.115, 0.023, -0.038], [-0.176, -0.335, -0.084], [0.005, -0.006, -0.044], [0.134, -0.034, 0.197], [0.002, -0.025, -0.098], [-0.061, 0.062, 0.035], [0.075, -0.015, -0.030], [0.194, 0.074, 0.030], [0.076, -0.038, 0.017], [0.099, 0.156, 0.019], [0.167, -0.151, -0.141], [0.088, -0.016, -0.044], [0.062, -0.327, -0.384], [0.108, -0.044, -0.033], [-0.084, -0.191, 0.188], [-0.015, 0.032, -0.018], [-0.167, -0.255, -0.264], [0.356, -0.161, 0.029], [-0.073, -0.397, -0.035], [0.093, 0.341, 0.197], [-0.084, -0.286, 0.003], [0.000, 0.023, 0.087], [-0.316, 0.380, -0.136], [-0.147, 0.036, -0.063], [-0.108, 0.055, -0.069], [0.012, -0.029, 0.255], [-0.017, 0.023, -0.073], [-0.075, -0.003, -0.257], [-0.132, -0.139, 0.244], [0.033, 0.342, -0.256], [0.036, -0.042, -0.026], [0.027, -0.047, -0.014], [0.011, -0.047, 0.171], [0.055, -0.017, 0.021], [0.023, -0.032, 0.053], [0.122, 0.173, -0.047], [-0.117, -0.143, 0.105], [-0.142, -0.101, -0.103], [0.070, -0.175, -0.158], [-0.077, 0.302, 0.114], [0.110, -0.166, -0.356], [0.126, -0.025, 0.119], [-0.081, 0.096, 0.078], [0.064, -0.024, 0.014], [0.038, -0.034, 0.078], [0.093, 0.167, -0.008], [-0.049, -0.062, 0.049], [-0.136, 0.023, -0.173], [-0.141, -0.094, 0.090], [0.225, 0.072, -0.177], [-0.042, -0.098, 0.048], [-0.042, -0.003, 0.042], [0.002, 0.076, 0.030], [0.006, -0.017, 0.085], [0.024, 0.109, 0.108], [0.140, -0.143, -0.052], [-0.060, 0.096, -0.002], [0.119, -0.105, 0.090], [0.077, 0.062, 0.031], [-0.063, -0.261, -0.073], [0.038, 0.092, -0.019], [0.019, 0.056, -0.015], [-0.038, -0.009, 0.043], [-0.021, 0.049, -0.041], [-0.075, 0.051, 0.058], [-0.040, -0.099, -0.153], [-0.022, 0.050, 0.138], [0.249, 0.107, -0.072], [-0.210, -0.059, -0.134], [0.242, -0.075, 0.257], [-0.189, -0.101, -0.208], [0.071, 0.015, -0.074], [0.189, 0.081, 0.096], [-0.043, -0.010, -0.006], [-0.055, 0.116, 0.057], [0.017, -0.162, 0.067], [-0.005, 0.100, -0.003], [-0.111, -0.088, -0.036], [0.099, -0.201, 0.117], [-0.269, 0.017, -0.267], [0.142, -0.034, 0.043], [0.031, -0.013, 0.050], [-0.055, 0.033, 0.029], [-0.020, 0.118, -0.024], [-0.007, 0.086, 0.079], [0.070, 0.016, -0.160], [-0.054, 0.034, 0.085], [-0.168, -0.059, 0.030], [0.062, -0.132, -0.074], [-0.152, 0.263, 0.045], [-0.057, -0.063, -0.127], [0.106, 0.002, 0.029], [0.050, -0.049, 0.022], [0.068, -0.001, -0.038], [0.058, -0.016, 0.100], [-0.013, 0.147, -0.110], [0.002, -0.064, 0.092]],
  "lowdin_charge": [0.10, -0.25, -0.08, -0.41, -0.07, -0.09, -0.22, 0.06, -0.34, 0.14, 0.14, -0.32, 0.55, -0.20, -0.55, 0.08, 0.02, -0.26, -0.28, -0.34, 0.12, 0.11, -0.32, 0.14, 0.14, -0.32, 0.13, 0.16, -0.52, 0.13, 0.19, 0.19, 0.05, 0.09, 0.13, 0.11, 0.11, 0.13, 0.12, 0.12, -0.01, -0.01, 0.00, 0.07, 0.09, 0.07, 0.14, -0.04, -0.30, 0.14, -0.55, 0.15, 0.05, 0.10, 0.14, 0.12, 0.17, -0.05, -0.31, 0.14, -0.54, 0.18, 0.08, 0.07, 0.13, 0.12, 0.16, -0.03, -0.31, 0.14, -0.56, 0.15, 0.07, 0.08, 0.14, 0.14, 0.17, -0.04, -0.32, 0.13, -0.55, 0.18, 0.08, 0.08, 0.15, 0.12, 0.17, -0.04, -0.31, 0.13, -0.55, 0.19, 0.07, 0.07, 0.14, 0.14, 0.15, -0.06, -0.30, 0.12, -0.54, 0.19, 0.07, 0.08, 0.12, 0.14, 0.17, -0.04, -0.30, 0.11, -0.55, 0.18, 0.08, 0.10, 0.15, 0.14, 0.18, -0.04, -0.31, 0.13, -0.56, 0.18, 0.07, 0.08, 0.14, 0.14, 0.16],
  "lumo_ha": 0.065,
  "total_charge": -1,
  "e_homo_ev": -5.606,
  "multiplicity": 1,
  "e_above_lowest_kj_mol": 0.0
}



Entry 2:
{
  "formula": "C38H39F6IN7O4PPbS2Si",
  "method": "wB97M-V/def2-TZVPD",
  "species": ["Pb", "N", "C", "S", "N", "N", "C", "C", "C", "C", "C", "C", "C", "C", "C", "C", "C", "C", "N", "H", "H", "H", "H", "H", "H", "H", "H", "H", "H", "H", "F", "P", "F", "F", "F", "F", "F", "I", "C", "C", "N", "N", "C", "H", "H", "H", "N", "C", "C", "C", "C", "C", "C", "S", "O", "O", "O", "H", "H", "H", "H", "H", "H", "C", "C", "C", "C", "Si", "O", "C", "C", "C", "C", "C", "C", "C", "C", "C", "C", "C", "C", "H", "H", "H", "H", "H", "H", "H", "H", "H", "H", "H", "H", "H", "H", "H", "H", "H", "H", "H"],
  "coordinates": [[-0.143, 0.137, 0.318], [-3.773, -0.383, 3.398], [-2.641, -0.042, 2.698], [-2.676, -0.526, 1.015], [-1.712, 0.520, 3.402], [-0.536, 0.846, 2.757], [0.386, 1.271, 3.544], [0.193, 1.339, 5.022], [0.475, 0.226, 5.805], [0.310, 0.284, 7.181], [-0.147, 1.452, 7.777], [-0.433, 2.561, 6.994], [-0.255, 2.510, 5.619], [1.704, 1.684, 2.997], [2.773, 1.878, 3.860], [4.002, 2.250, 3.333], [4.117, 2.427, 1.971], [2.995, 2.211, 1.182], [1.814, 1.849, 1.671], [-4.614, -0.485, 2.854], [-3.876, 0.073, 4.293], [0.841, -0.679, 5.335], [0.545, -0.580, 7.790], [-0.269, 1.499, 8.851], [-0.794, 3.471, 7.454], [-0.465, 3.379, 5.009], [2.649, 1.730, 4.922], [4.855, 2.390, 3.984], [5.052, 2.716, 1.512], [3.061, 2.325, 0.110], [2.214, -2.132, -1.075], [3.478, -0.990, -0.773], [3.877, -1.108, -2.312], [2.426, 0.202, -1.181], [4.592, 0.102, -0.468], [2.926, -0.920, 0.745], [4.449, -2.180, -0.392], [-1.689, 1.018, -6.403], [-0.783, 0.371, -4.710], [0.491, -0.139, -4.579], [0.623, -0.463, -3.295], [-0.468, -0.181, -2.555], [-1.327, 0.353, -3.408], [1.273, -0.293, -5.304], [1.433, -0.854, -2.836], [-2.311, 0.661, -3.089], [-0.631, 2.786, -0.168], [-0.509, 3.209, -1.516], [-1.584, 3.784, -2.173], [-1.485, 4.081, -3.520], [-0.312, 3.817, -4.202], [0.791, 3.292, -3.536], [0.684, 2.975, -2.193], [-0.221, 4.052, -5.944], [-1.643, 3.717, -6.397], [0.031, 5.426, -6.257], [0.717, 3.079, -6.432], [-1.447, 3.157, 0.302], [0.196, 2.987, 0.386], [-2.510, 3.971, -1.641], [-2.330, 4.498, -4.053], [1.699, 3.086, -4.087], [1.506, 2.494, -1.683], [-2.638, -3.579, 2.430], [-1.355, -3.844, 3.004], [-0.686, -5.129, 2.788], [-0.678, -2.812, 3.777], [0.981, -3.464, 0.203], [0.248, -2.322, 0.946], [0.021, -4.351, -1.075], [-0.958, -3.691, -1.827], [-1.736, -4.392, -2.733], [-1.554, -5.761, -2.889], [-0.594, -6.432, -2.145], [0.198, -5.729, -1.246], [2.476, -4.357, 0.749], [2.777, -4.518, 2.104], [3.942, -5.159, 2.496], [4.821, -5.635, 1.533], [4.529, -5.492, 0.184], [3.361, -4.860, -0.208], [-3.330, -3.178, 3.180], [-3.068, -4.391, 1.853], [-2.485, -2.676, 1.786], [-0.878, -5.712, 3.703], [0.397, -5.023, 2.722], [-1.089, -5.683, 1.943], [-1.357, -2.108, 4.259], [-0.146, -2.244, 2.986], [0.064, -3.215, 4.464], [-1.108, -2.624, -1.701], [-2.484, -3.874, -3.320], [-2.159, -6.308, -3.601], [-0.454, -7.497, -2.272], [0.960, -6.253, -0.680], [2.111, -4.120, 2.862], [4.173, -5.274, 3.547], [5.746, -6.107, 1.838], [5.220, -5.859, -0.563], [3.148, -4.744, -1.264]],
  "forces_ev_per_angstrom": [[0.471, -0.110, 0.094], [0.008, -0.074, -0.054], [-0.106, 0.016, -0.019], [-0.083, 0.319, -0.054], [0.071, 0.071, -0.044], [-0.222, -0.280, 0.009], [0.144, 0.004, 0.077], [-0.072, -0.007, -0.053], [0.013, 0.005, 0.018], [0.015, 0.005, -0.020], [0.005, -0.004, -0.009], [0.000, -0.003, 0.004], [0.033, 0.012, -0.012], [-0.070, -0.035, 0.010], [0.052, -0.003, 0.030], [0.018, -0.023, 0.037], [0.008, -0.006, -0.058], [-0.037, -0.005, 0.011], [-0.057, 0.026, -0.023], [-0.014, 0.008, 0.014], [0.012, 0.009, 0.010], [0.000, -0.004, 0.005], [-0.008, 0.006, 0.000], [-0.021, 0.001, -0.004], [0.025, 0.004, 0.006], [-0.026, -0.006, 0.009], [-0.005, 0.020, -0.003], [-0.012, 0.024, 0.006], [-0.006, -0.012, -0.014], [-0.013, -0.011, -0.084], [-0.400, -0.168, -0.115], [0.795, 0.582, 0.533], [-0.263, -0.132, -0.066], [-0.192, -0.355, 0.010], [-0.005, 0.014, -0.080], [-0.113, -0.049, -0.168], [-0.151, -0.190, -0.024], [-0.322, 0.395, -0.195], [-0.170, 0.245, 0.270], [-0.020, -0.031, -0.158], [0.094, -0.133, 0.344], [-0.005, 0.178, -0.238], [-0.052, -0.352, -0.154], [0.015, 0.020, 0.022], [0.073, 0.042, -0.047], [0.033, 0.060, 0.013], [0.026, -0.050, 0.229], [0.077, -0.042, 0.164], [-0.121, -0.032, -0.010], [-0.188, 0.070, -0.087], [0.271, -0.047, 0.191], [-0.202, -0.096, 0.003], [-0.043, 0.026, -0.104], [0.335, 0.010, -0.517], [-0.004, -0.505, -0.029], [-0.242, 0.157, 0.195], [0.173, -0.081, 0.138], [-0.007, 0.039, -0.074], [-0.006, 0.030, 0.024], [0.006, 0.023, 0.005], [0.001, -0.017, 0.015], [0.006, -0.007, 0.011], [0.124, 0.012, 0.064], [-0.303, -0.080, 0.090], [0.199, 0.049, 0.054], [0.003, 0.043, -0.164], [-0.162, -0.011, 0.240], [0.576, 0.577, -0.925], [-0.220, 0.113, 0.558], [0.051, -0.125, -0.111], [-0.037, 0.000, 0.071], [0.013, -0.002, -0.015], [0.022, -0.012, -0.008], [0.018, 0.011, 0.003], [-0.080, 0.057, -0.097], [-0.049, -0.081, 0.393], [0.199, 0.029, -0.084], [-0.005, 0.020, 0.036], [0.012, 0.001, 0.019], [0.002, 0.006, 0.013], [-0.036, -0.147, 0.033], [0.050, 0.038, -0.028], [0.025, -0.018, 0.022], [0.043, 0.031, -0.127], [-0.025, 0.012, 0.007], [-0.081, -0.069, 0.068], [-0.015, -0.001, 0.013], [-0.017, -0.001, -0.007], [0.048, -0.091, -0.075], [0.030, 0.008, -0.024], [-0.004, -0.029, -0.008], [-0.002, 0.001, -0.002], [-0.014, 0.002, 0.013], [-0.005, 0.001, -0.007], [-0.012, -0.010, -0.001], [0.128, 0.107, 0.000], [0.010, 0.004, -0.004], [-0.021, -0.036, -0.006], [0.003, 0.002, 0.001], [0.007, 0.037, 0.009]],
  "mulliken_spin": [0.00, 0.00, 0.00, 0.00, 0.00, 0.00, 0.00, 0.00, 0.00, 0.00, 0.00, 0.00, 0.00, 0.00, 0.00, 0.00, 0.00, 0.00, 0.00, 0.00, 0.00, 0.00, 0.00, 0.00, 0.00, 0.00, 0.00, 0.00, 0.00, 0.00, 0.00, 0.00, 0.00, 0.00, 0.00, 0.00, 0.00, 0.45, 0.02, 0.01, 0.01, 0.00, 0.01, 0.00, 0.00, 0.00, 0.00, 0.00, 0.00, 0.00, 0.02, -0.01, 0.00, -0.02, 0.44, 0.07, 0.01, 0.00, 0.00, 0.00, 0.00, 0.00, 0.00, 0.00, 0.00, 0.00, 0.00, 0.00, 0.00, 0.00, 0.00, 0.00, 0.00, 0.00, 0.00, 0.00, 0.00, 0.00, 0.00, 0.00, 0.00, 0.00, 0.00, 0.00, 0.00, 0.00, 0.00, 0.00, 0.00, 0.00, 0.00, 0.00, 0.00, 0.00, 0.00, 0.00, 0.00, 0.00, 0.00, 0.00],
  "s2": 0.76,
  "lumo_ha": [-0.159, -0.179],
  "total_charge": 1,
  "e_homo_ev": [-10.683, -10.687],
  "multiplicity": 2,
  "e_above_lowest_kj_mol": 82.1
}